Entry A
21
Properties=species:S:1:pos:R:3:nbo_charge:R:1 method="wB97M-V/def2-TZVPD" homo_lumo_gap_ev=9.78
H 2.07 -0.59 1.09 0.236
C -0.03 -1.92 -0.27 -0.675
H -0.44 -2.27 0.79 0.238
H -0.94 2.11 -2.08 0.192
H -0.78 -2.14 -1.05 0.236
C -0.53 0.78 2.20 0.743
H 0.47 2.06 -1.12 0.155
H 1.68 0.87 0.56 0.220
O -0.72 0.00 3.08 -0.565
N -1.30 1.58 -0.01 -0.693
H -2.24 1.77 -0.40 0.392
O 0.02 0.10 -1.51 -0.545
C 1.72 -0.09 0.15 -0.705
H 2.62 -0.21 -0.55 0.235
O -0.07 2.06 2.35 -0.689
H 0.80 -2.58 -0.33 0.222
C 0.37 -0.48 -0.32 0.388
C -1.04 0.46 0.86 -0.198
H -1.77 -0.30 0.80 0.217
C -0.39 1.55 -1.24 0.097
H -0.16 2.54 1.53 0.499

Entry B
21
Properties=species:S:1:pos:R:3:nbo_charge:R:1 method="wB97M-V/def2-TZVPD" homo_lumo_gap_ev=8.26 smiles="CC(=O)C=O.CCC(N)=O"
H 0.69 -1.29 1.23 0.452
C -0.68 0.99 1.67 -0.640
C 0.48 -0.83 -1.85 0.332
H -0.17 -2.89 1.29 0.401
H 0.54 -1.92 -1.68 0.146
H 2.40 1.47 -1.71 0.258
H -0.92 2.06 1.74 0.212
C 1.46 1.43 -1.17 -0.736
C 1.20 0.01 -0.81 0.541
C -1.28 0.40 0.41 -0.536
N -0.23 -1.89 1.17 -0.864
O 1.72 -0.51 0.19 -0.570
O -0.06 -0.36 -2.82 -0.459
O -2.04 -1.95 -0.23 -0.614
H 1.54 2.06 -0.29 0.246
H -1.07 0.97 -0.49 0.216
H -2.37 0.43 0.43 0.233
H 0.41 0.90 1.70 0.203
C -1.24 -1.41 0.48 0.713
H -1.07 0.51 2.57 0.218
H 0.69 1.81 -1.85 0.249

Most stable structure - entry B; separation to the second - 0.0228 hartree.

Entry A
17
Properties=species:S:1:pos:R:3:nbo_charge:R:1 method="wB97M-V/def2-TZVPD" homo_lumo_gap_ev=8.40 smiles="C[C@@](N)(CO)C(=S)S"
H -0.12 -3.32 1.07 0.140
N -1.14 0.70 1.13 -0.804
H 0.74 2.31 -0.25 0.222
H 1.87 1.02 -0.52 0.234
S -0.50 -2.46 0.17 0.082
H -0.94 1.17 -1.42 0.180
O 0.30 -0.28 -2.11 -0.722
H 1.50 1.43 1.17 0.226
C 1.07 1.34 0.19 -0.619
C 0.47 -1.09 0.68 -0.276
H -1.81 -0.05 1.16 0.359
H -0.84 0.87 2.09 0.373
H -1.52 -0.43 -1.12 0.164
C -0.05 0.27 0.25 -0.015
S 1.77 -1.22 1.62 0.050
C -0.64 0.17 -1.16 -0.070
H -0.15 -0.43 -2.94 0.478

Entry B
17
Properties=species:S:1:pos:R:3:nbo_charge:R:1 method="wB97M-V/def2-TZVPD" homo_lumo_gap_ev=9.70 smiles="CC(=O)NCCSS"
H 1.21 0.16 0.97 0.223
C -0.70 -0.04 -0.01 -0.563
C 1.27 -1.05 -2.16 0.684
C 0.66 -2.44 -2.05 -0.726
H -1.38 -0.82 0.30 0.222
O 1.52 -0.51 -3.21 -0.592
S -1.17 1.45 0.92 0.111
H -0.87 0.28 -1.04 0.236
H 0.00 -2.57 -2.90 0.241
H 0.77 -1.48 0.68 0.203
H 0.10 -2.51 -1.12 0.212
N 1.61 -0.45 -0.96 -0.630
H 1.98 0.48 -1.15 0.392
H 1.41 -3.23 -2.14 0.249
S -0.93 0.89 2.85 -0.142
C 0.77 -0.48 0.22 -0.241
H -2.10 0.30 3.12 0.122

Entry C
17
Properties=species:S:1:pos:R:3:nbo_charge:R:1 method="wB97M-V/def2-TZVPD" homo_lumo_gap_ev=8.99
H -2.16 -1.33 1.65 0.207
H -0.67 -2.80 0.58 0.212
C 0.30 0.24 0.04 -0.311
N 0.44 -1.12 0.49 -0.595
C -2.04 -1.14 0.57 -0.614
C -0.81 -1.89 0.09 -0.241
O -2.04 0.68 -1.18 -0.998
H -2.92 -1.55 0.05 0.252
H 1.73 2.97 -1.10 0.220
H 0.44 -1.01 1.48 0.346
H 0.26 0.29 -1.09 0.241
H 3.20 2.74 -0.04 0.233
C 2.40 2.20 -0.46 -0.739
S -1.71 0.70 0.25 1.142
S 1.41 1.42 0.86 0.207
H 2.86 1.56 -1.21 0.225
H -0.69 -1.96 -0.97 0.211

Most stable structure - entry B; separation to the second - 0.0385 hartree.

Entry A
51
Properties=species:S:1:pos:R:3:nbo_charge:R:1 method="wB97M-V/def2-TZVPD" homo_lumo_gap_ev=9.85 smiles=CO.CO.CO.CO.CO.CO.O.O.O.O.O
H -4.94 -25.16 -26.18 0.153
O -7.41 -23.70 -31.66 -0.756
H -5.39 -32.01 -28.04 0.175
H -7.69 -23.90 -29.53 0.180
H -4.87 -21.32 -28.14 0.483
H -2.01 -26.46 -31.78 0.481
H -6.88 -26.91 -23.75 0.171
O -1.29 -22.00 -24.56 -0.943
H -4.62 -23.92 -31.06 0.480
H -1.92 -31.20 -25.43 0.189
C -5.39 -31.01 -28.48 -0.251
O -7.02 -21.75 -26.48 -0.946
H 0.46 -26.63 -31.47 0.160
H -5.41 -30.22 -27.72 0.177
H -7.69 -22.42 -26.36 0.472
H -1.22 -29.78 -23.10 0.460
O -6.52 -26.51 -21.81 -0.724
H -5.96 -26.88 -21.13 0.472
C -6.83 -27.42 -22.79 -0.236
H -0.36 -20.37 -29.21 0.467
H -1.79 -22.59 -25.12 0.480
H -0.51 -31.22 -24.42 0.170
O -4.15 -30.91 -29.24 -0.735
O -3.68 -23.98 -30.92 -0.959
C -0.34 -27.26 -31.07 -0.249
H -3.32 -23.16 -31.26 0.478
O -1.41 -27.17 -31.99 -0.735
H -1.82 -20.72 -29.43 0.479
H -5.00 -19.88 -28.58 0.471
C -3.91 -25.48 -26.35 -0.254
H -4.36 -31.06 -30.16 0.465
O -0.93 -20.94 -29.73 -0.947
H -0.50 -26.87 -30.06 0.168
H -1.15 -29.77 -25.37 0.173
H -4.20 -26.08 -27.21 0.164
C -1.36 -30.61 -24.71 -0.280
H -7.00 -21.28 -25.64 0.474
O -4.47 -20.67 -28.71 -0.953
H -1.92 -21.66 -23.93 0.462
H -3.54 -26.05 -25.50 0.186
H 0.06 -28.27 -30.94 0.175
H -8.62 -22.58 -30.24 0.180
H -7.71 -28.04 -22.63 0.154
H -7.89 -23.99 -32.44 0.479
H -6.18 -30.78 -29.19 0.168
O -3.01 -24.51 -26.81 -0.731
H -3.15 -24.40 -27.75 0.482
C -8.23 -23.58 -30.42 -0.256
H -9.02 -24.32 -30.39 0.174
H -6.04 -28.18 -22.75 0.163
O -1.97 -30.26 -23.43 -0.712

Entry B
51
Properties=species:S:1:pos:R:3:nbo_charge:R:1 method="wB97M-V/def2-TZVPD" homo_lumo_gap_ev=10.22 smiles=CCO.CCO.CCO.O.O.O.O.O.O.O.O
H 5.44 1.60 2.06 0.468
H -0.43 2.98 -1.17 0.200
O 0.07 -3.18 -6.31 -0.939
O -0.27 -2.39 7.85 -0.707
O -0.21 1.70 -7.59 -0.935
O -3.78 4.30 1.70 -0.938
C -0.90 -1.25 5.95 -0.622
O -3.69 4.77 -5.96 -0.936
O -1.71 0.82 -0.38 -0.732
H -1.92 1.65 0.06 0.461
H -2.83 5.16 -6.14 0.467
H -0.29 1.69 -2.40 0.210
H -3.13 -5.44 -4.09 0.467
H -4.50 -2.43 0.92 0.468
C 0.05 2.03 -1.42 -0.629
H 5.08 -1.68 4.39 0.222
H 6.27 -1.67 3.05 0.215
O 5.39 0.65 1.94 -0.717
H -0.10 -1.68 5.34 0.210
H 7.31 -1.21 -2.07 0.466
H -4.19 4.92 -6.76 0.470
O -4.77 0.76 -3.93 -0.941
H -4.38 1.57 -4.27 0.469
C -0.44 -1.12 7.39 -0.054
H 0.45 -0.50 7.51 0.145
H 4.42 -1.71 2.84 0.214
H -1.11 -0.27 5.53 0.205
H 5.84 0.68 3.90 0.141
H 0.13 1.11 0.50 0.160
H -1.99 -4.53 -3.69 0.474
H -1.79 -1.87 5.91 0.218
H -1.20 -0.66 8.03 0.144
C 5.16 0.16 3.22 -0.055
H -0.28 -3.62 -7.09 0.467
H 0.00 -2.24 -6.51 0.472
H -4.09 -3.66 0.13 0.472
H -3.72 5.02 2.33 0.469
H 6.14 -0.49 -1.42 0.472
O 6.42 -0.91 -2.24 -0.938
H 4.21 0.53 3.58 0.146
H 1.13 2.14 -1.35 0.206
H -4.12 4.71 0.90 0.469
O -4.59 -3.39 0.90 -0.940
C 5.29 -1.32 3.38 -0.634
H 0.14 -0.03 -0.97 0.188
H -4.23 0.54 -3.17 0.472
H 0.02 -2.27 8.76 0.461
O -2.75 -5.00 -3.33 -0.940
H -0.19 2.66 -7.49 0.467
H -1.11 1.50 -7.82 0.468
C -0.26 0.87 -0.49 -0.065

Most stable structure - entry B; separation to the second - 0.0846 hartree.

Entry A
20
Properties=species:S:1:pos:R:3:nbo_charge:R:1 method="wB97M-V/def2-TZVPD" homo_lumo_gap_ev=8.87 total_charge=+1
H -3.31 0.34 -2.19 0.245
H 1.34 -2.15 -0.01 0.262
H -1.24 1.75 -1.06 0.204
C 2.12 -1.25 0.14 -0.628
H -2.38 -1.01 -1.68 0.221
C 1.56 0.20 0.18 -0.278
P 2.33 1.68 1.03 0.765
H 2.80 -1.45 -0.60 0.247
H 0.95 0.50 -0.65 0.255
C -2.25 0.51 0.33 -0.451
N 0.86 0.53 1.39 -0.734
H -1.68 0.06 -2.93 0.228
H -2.92 -0.42 0.45 0.218
C -1.76 0.80 -0.86 -0.194
C -2.28 0.04 -2.03 -0.660
H 3.22 0.74 1.72 -0.026
H 2.69 -1.40 1.14 0.213
H 1.13 -0.12 2.16 0.444
H -0.09 0.82 1.41 0.465
H -2.23 1.15 1.29 0.204

Entry B
20
Properties=species:S:1:pos:R:3:nbo_charge:R:1 method="wB97M-V/def2-TZVPD" homo_lumo_gap_ev=10.56 total_charge=+1 smiles=C[C@H]1C[NH2+][C@H](C)P1
H 0.08 0.00 -1.96 0.236
C 0.43 0.81 1.11 -0.379
H -0.11 2.73 1.63 0.216
P 2.00 0.06 -0.06 0.619
H 0.65 0.74 2.23 0.232
H 0.01 2.68 -0.01 0.205
H -1.20 -1.54 -0.08 0.426
N -1.06 -0.58 -0.27 -0.532
H 2.02 -0.98 0.89 -0.023
H -0.45 -2.45 -1.63 0.197
C -1.24 0.29 0.93 -0.251
C 0.50 2.32 0.90 -0.640
H -1.67 -0.37 -1.04 0.430
H -2.09 0.94 0.86 0.241
H -1.43 -0.30 1.82 0.231
H 0.90 -2.78 -0.65 0.232
C 0.58 -2.10 -1.46 -0.647
C 0.39 -0.59 -1.00 -0.280
H 1.20 -2.19 -2.35 0.263
H 1.55 2.54 0.94 0.226

Entry C
20
Properties=species:S:1:pos:R:3:nbo_charge:R:1 method="wB97M-V/def2-TZVPD" homo_lumo_gap_ev="7.58 / 7.58" total_charge=+1
C 0.63 -2.32 -0.73 -0.941
H -0.05 2.19 0.12 0.339
H -0.71 2.29 1.49 0.339
C 0.19 1.76 1.12 -0.825
P 0.12 -0.40 -0.56 1.673
H 0.66 -2.71 0.28 0.243
H -1.69 -0.35 -1.90 0.288
H 2.51 0.37 2.21 0.296
H -2.15 0.39 -0.06 0.279
H 1.02 2.55 1.66 0.276
H 1.59 -2.73 -1.05 0.279
H 0.99 1.22 -2.12 0.446
H 1.17 -0.64 2.66 0.324
H -2.26 -1.27 -0.58 0.280
H -0.25 -2.90 -1.20 0.271
C 1.70 -0.27 1.73 -0.746
C 0.64 0.36 1.00 0.177
N 0.90 0.85 -1.15 -1.223
H 2.08 -1.15 1.19 0.261
C -1.68 -0.34 -0.74 -1.034

Entry D
20
Properties=species:S:1:pos:R:3:nbo_charge:R:1 method="wB97M-V/def2-TZVPD" homo_lumo_gap_ev=9.06 total_charge=+1
N -1.67 0.18 0.23 -0.308
H 1.70 1.72 -1.44 0.236
H -2.65 -1.41 -0.84 0.248
H 3.62 -1.01 0.63 0.245
C 2.65 -1.42 0.56 -0.891
H -0.91 -1.41 1.27 0.234
H 3.27 0.92 -0.90 0.245
C 2.18 1.05 -0.74 -0.738
H -1.19 2.14 0.98 0.238
H -2.95 1.83 0.36 0.251
H -2.28 -0.01 -1.88 0.251
C -0.94 -0.33 1.18 -0.013
H 2.62 -2.25 -0.25 0.254
C -1.86 1.61 0.19 -0.431
H 2.43 -1.93 1.46 0.235
C -1.87 -0.59 -0.99 -0.449
H -1.54 1.83 -0.86 0.226
H -0.95 0.24 2.18 0.257
H -0.99 -1.06 -1.25 0.221
P 1.31 -0.09 0.13 0.688

Most stable structure - entry A; separation to the second - 0.0121 hartree.

Entry A
12
Properties=species:S:1:pos:R:3:nbo_charge:R:1 method="wB97M-V/def2-TZVPD" homo_lumo_gap_ev=5.78 total_charge=-1
N -0.04 -1.89 1.39 -1.005
H 2.05 -1.14 -0.50 0.373
O -0.78 0.86 -1.32 -0.817
H -0.43 2.87 -1.30 0.135
H 0.14 1.97 0.13 0.166
C 0.29 -1.13 0.22 0.139
C -0.67 2.06 -0.59 -0.244
H -1.64 2.34 -0.16 0.136
N 1.18 -1.63 -0.59 -1.055
H -0.04 -2.90 1.20 0.323
H -0.25 0.16 -0.81 0.472
H 0.20 -1.58 2.31 0.378

Entry B
12
Properties=species:S:1:pos:R:3:nbo_charge:R:1 method="wB97M-V/def2-TZVPD" homo_lumo_gap_ev=6.66 total_charge=-1
H 1.85 1.14 -0.01 0.199
H -2.68 -0.59 0.65 0.448
N -0.33 -0.66 0.87 -0.716
N -1.84 0.96 -0.37 -0.621
H 1.49 0.26 -1.42 0.193
O -2.96 0.29 0.22 -0.662
H -1.73 0.58 -1.37 0.253
H 2.85 -0.33 -0.32 0.171
H 1.61 -1.29 1.36 0.059
H -0.95 0.31 0.08 0.360
C 0.89 -0.78 0.68 0.052
C 1.81 0.10 -0.37 -0.735

Most stable structure - entry A; separation to the second - 0.0025 hartree.

Entry A
8
Properties=species:S:1:pos:R:3:nbo_charge:R:1 method="wB97M-V/def2-TZVPD" homo_lumo_gap_ev=8.27 smiles="S=CS.S"
H 0.04 1.48 0.78 0.244
H 3.00 -0.49 -1.50 0.170
C -0.95 1.07 0.63 -0.509
S -2.08 1.97 1.50 -0.051
S 1.82 -0.90 -0.77 -0.314
S -1.30 -0.39 -0.13 0.165
H 2.05 -2.19 -0.84 0.146
H -2.57 -0.55 0.35 0.148

Entry B
8
Properties=species:S:1:pos:R:3:nbo_charge:R:1 method="wB97M-V/def2-TZVPD" homo_lumo_gap_ev="6.48 / 7.39"
S 1.91 0.66 -0.49 0.298
H -0.67 2.70 -1.62 0.119
H 0.18 -0.57 -1.45 0.220
S -0.30 2.60 -0.28 -0.234
S 3.16 -0.11 0.79 -0.166
H -0.29 -0.05 0.21 0.248
H 0.83 -1.56 -0.08 0.241
C 0.46 -0.53 -0.41 -0.727

Most stable structure - entry A; separation to the second - 0.0262 hartree.

Entry A
90
Properties=species:S:1:pos:R:3:lowdin_spin:R:1 method="wB97M-V/def2-TZVPD" homo_lumo_gap_ev="9.54 / 2.60" total_charge=+1 multiplicity=2
C -4.40 2.27 -1.58 0.000
H -1.90 0.14 0.18 0.000
O -3.97 3.37 -2.44 0.000
H 3.14 1.24 -1.16 0.000
O 3.40 -0.08 1.35 0.000
C 4.02 0.69 2.38 0.000
C -4.11 -1.48 -3.35 0.000
H 0.25 0.84 2.53 0.004
H 1.56 -1.11 -4.87 0.000
H 0.02 -0.45 4.54 0.061
O 0.81 -1.14 -4.26 0.000
H 0.23 -4.32 -0.22 0.000
H 5.60 4.10 -2.84 0.000
H 2.15 3.33 1.29 0.001
H -0.52 -3.20 -5.12 0.000
C 3.15 -3.45 0.94 0.000
H 1.77 2.03 5.28 0.001
H 1.57 0.24 0.90 0.000
H -3.84 2.96 -3.30 0.000
H -3.75 -2.81 3.44 0.000
O 0.63 0.40 0.86 0.033
H 0.19 1.49 6.00 0.001
H 0.44 5.22 0.48 0.010
C -1.28 0.70 -0.51 0.000
O -3.13 -4.10 1.99 0.000
C 0.74 0.33 4.33 0.094
H 1.59 -2.58 -3.01 0.000
H 4.74 2.16 -3.18 0.000
C 0.67 -2.36 -3.54 0.000
H 2.55 2.35 -2.32 0.000
C 1.47 3.92 1.91 0.041
H 3.55 -2.52 1.34 0.000
H -2.21 -3.65 3.76 0.000
C 0.17 4.45 1.20 0.027
H 3.30 1.13 3.06 0.000
H 4.68 -1.14 3.48 0.000
H 5.88 -0.52 2.42 0.000
H -2.64 -1.64 1.49 0.000
H -6.19 1.14 -1.17 0.000
H 0.79 0.91 -1.05 0.003
H 4.05 -0.31 0.68 0.000
H -3.74 1.41 -1.73 0.000
H -1.35 1.76 -0.26 0.000
O 1.14 -4.46 0.03 0.000
H -3.38 -1.64 -4.14 0.000
H -4.09 -2.42 -2.80 0.000
H -5.47 -0.15 -4.41 0.000
H 3.15 2.97 -0.77 0.000
H 1.72 0.58 6.26 0.002
H -1.62 0.59 -1.54 0.000
H 0.33 -0.79 -0.65 0.003
O 0.07 1.18 3.41 0.599
C 1.14 1.19 5.57 0.022
H -6.47 2.81 -1.67 0.000
H 1.45 -2.47 0.06 0.000
H 3.41 -4.32 1.54 0.000
H -3.75 -0.74 -2.63 0.000
H 5.47 1.88 -1.60 0.000
H 3.60 -3.57 -0.05 0.000
H -6.03 1.54 -2.85 0.000
O -6.06 -2.15 -4.63 0.000
C 0.17 0.27 -0.42 0.007
C -5.50 -1.10 -3.88 0.000
H 1.13 3.35 2.78 0.007
H 1.10 -3.14 1.65 0.000
H 2.03 4.77 2.29 0.001
H -0.36 3.67 0.67 0.000
H -4.09 2.50 -0.55 0.000
C -5.86 1.92 -1.85 0.000
H 1.64 -0.14 3.93 0.013
H -1.11 -2.46 1.90 0.000
C 3.33 2.24 -1.56 0.000
C 1.65 -3.31 0.72 0.000
H -1.28 4.40 2.41 0.000
H 0.16 -4.36 -4.05 0.000
C 4.73 2.48 -2.14 0.000
C 0.40 -3.43 -4.58 0.000
C -2.05 -2.06 2.30 0.000
O 5.01 3.86 -2.13 0.000
C 5.08 -0.20 3.09 0.000
H -0.13 -2.23 -2.82 0.000
C -2.83 -3.18 2.99 0.000
O -0.66 5.07 2.12 0.067
H -1.82 -1.34 3.09 0.000
H -6.93 -1.88 -4.93 0.000
H 1.29 -3.63 -5.18 0.000
H -3.57 -4.85 2.40 0.000
H 5.51 0.40 3.89 0.000
H -6.14 -0.94 -3.02 0.000
H 4.41 1.56 1.85 0.000

Entry B
90
Properties=species:S:1:pos:R:3:lowdin_spin:R:1 method="wB97M-V/def2-TZVPD" homo_lumo_gap_ev="9.81 / 2.79" total_charge=+1 multiplicity=2
C 1.28 3.59 -1.74 0.006
H -0.42 -1.62 0.51 0.002
H -3.10 -1.89 -3.19 0.000
H 1.46 3.22 2.06 0.001
H -1.06 -5.35 -0.64 0.000
H 4.51 -2.21 -0.64 0.000
H 3.41 -3.18 1.47 0.000
H 4.79 -1.91 -2.34 0.000
H -6.81 -0.98 -2.22 0.000
H -4.15 -2.17 -5.12 0.000
H 2.71 -3.32 -1.76 0.000
O 1.19 4.88 -2.23 0.013
H -2.76 5.03 1.08 0.004
C -6.98 -0.72 -1.18 0.000
H -2.93 0.55 -2.43 0.000
H 3.73 4.11 3.70 0.000
O 3.78 0.45 1.39 0.000
H 3.20 3.82 -0.72 0.000
H -3.30 -4.76 0.32 0.000
C 2.67 -2.23 -1.74 0.000
C -2.81 0.25 -3.47 0.000
C -1.56 -4.43 -0.92 0.000
H 1.97 -1.97 -0.95 0.000
H -2.53 -1.07 0.06 0.000
H -3.35 4.32 2.66 0.003
O -2.91 2.30 0.96 0.626
H -1.44 2.58 2.32 0.051
C -6.08 0.42 -0.76 0.000
C -2.52 4.46 1.98 0.011
H -1.78 5.05 2.53 0.000
H -2.07 -4.65 -1.86 0.000
H 0.82 -4.67 2.25 0.000
C -2.59 -3.96 0.09 0.000
H 2.60 -3.13 3.00 0.000
H -2.19 -3.60 1.04 0.000
C -3.57 -1.06 -3.73 0.000
H -3.62 -3.12 -1.36 0.000
H 1.24 0.28 0.25 0.000
C 5.37 0.36 3.16 0.000
C 1.78 -4.60 1.73 0.000
H 0.78 3.64 -0.77 0.003
H 3.17 4.72 2.12 0.000
H 2.63 1.31 2.53 0.000
O -6.50 1.56 -1.52 0.000
C 4.42 -0.44 2.27 0.000
C -1.90 3.11 1.48 0.133
O -3.64 -1.36 -5.07 0.000
H -7.99 -0.32 -1.32 0.000
H 3.30 3.43 -2.40 0.001
H 4.86 1.15 3.71 0.000
H 2.21 -1.83 -2.64 0.000
C 2.42 -3.21 1.93 0.000
H -0.82 -3.66 -1.09 0.000
O -2.01 -0.30 0.31 0.029
H -5.01 0.24 -0.75 0.000
C 2.04 3.14 2.97 0.004
H -6.29 2.34 -0.99 0.000
H 0.28 4.98 -2.53 0.000
H 0.05 1.42 -0.09 0.000
H 1.46 3.59 3.77 0.000
H 2.47 -5.40 2.01 0.000
O 4.07 -0.32 -1.25 0.000
H -2.52 1.45 0.78 0.004
C 2.72 3.23 -1.50 0.002
H 4.03 0.04 -2.14 0.000
H 2.44 -4.91 -0.06 0.000
H 5.77 -0.26 3.96 0.000
C 0.22 0.54 0.54 0.000
O 1.60 -4.70 0.34 0.000
H 3.71 -0.99 2.89 0.000
C -0.67 -0.65 0.09 0.005
O 2.32 1.78 3.31 0.030
O -3.28 -2.83 -0.51 0.000
H -3.12 1.06 -4.12 0.000
H -4.60 -1.02 -3.39 0.000
H -0.57 -0.84 -0.98 0.003
H 5.03 -1.15 1.71 0.000
H 6.09 0.82 2.48 0.000
C 4.11 -1.69 -1.51 0.000
H 2.76 2.17 -1.24 0.000
H 0.73 2.92 -2.40 0.001
C 3.39 3.83 2.70 0.004
H -6.97 -1.58 -0.51 0.000
H -1.16 3.31 0.72 0.066
H -6.38 0.68 0.26 0.000
H -1.73 0.16 -3.59 0.000
H 4.00 0.16 0.51 0.000
H 4.10 3.16 2.21 0.000
H 0.22 0.84 1.59 0.000
H 1.79 -2.37 1.64 0.000

Most stable structure - entry B; separation to the second - 0.0091 hartree.